Model w:
Formula: C7H8
Source: OMol25
Level of theory: ωB97M-V/def2-TZVPD

**LUMO**: 1.17 eV
**Orbital gap**: 10.414 eV
**Highest occupied orbital energy**: -0.3396 hartree
**SMILES string**: C=C1C[C@H]2C=C[C@@H]12

Geometry as ORCA input:
```
! RIJCOSX wB97M-V def2-TZVPD def2/J DEFGRID3
* xyz 0 1
C 2.2705 0.2253 0.1731
C 0.9947 0.0330 -0.1303
C 0.1826 -1.1684 -0.5886
C -1.0784 -0.2552 -0.6669
C -1.8046 -0.0776 0.6448
C -1.0605 0.9628 1.0340
C -0.2065 0.9684 -0.2181
H 2.6485 1.2127 0.4293
H 2.9859 -0.5939 0.1771
H 0.5030 -1.5327 -1.5708
H 0.1153 -2.0183 0.0977
H -1.6464 -0.2546 -1.5997
H -2.5833 -0.6619 1.1288
H -1.0011 1.5425 1.9515
H -0.1147 1.8874 -0.8034
*
```


Model x:
Formula: C7H8
Source: OMol25
Level of theory: ωB97M-V/def2-TZVPD

**LUMO**: 0.95 eV
**Orbital gap**: 10.782 eV
**Highest occupied orbital energy**: -0.3613 hartree
**SMILES string**: C#CC(C)(C)C#C

Geometry as ORCA input:
```
! RIJCOSX wB97M-V def2-TZVPD def2/J DEFGRID3
* xyz 0 1
C 2.1316 -1.3367 0.5362
C 1.0797 -0.7912 0.3249
C -0.1501 -0.0258 0.0208
C -0.9848 -0.7562 -1.0456
C -0.9669 0.2123 1.3026
C 0.3527 1.2528 -0.5120
C 0.9400 2.2182 -0.9204
H 3.0770 -1.8002 0.7117
H -0.4030 -0.8829 -1.9627
H -1.8820 -0.1737 -1.2786
H -1.2844 -1.7420 -0.6773
H -1.2724 -0.7447 1.7361
H -0.3707 0.7601 2.0373
H -1.8605 0.8002 1.0691
H 1.6191 2.9667 -1.2452
*
```


Relative energies with respect to the most stable structure, expressed in eV: model w 0.000; model x 0.801.


Model w:
Formula: C7H8
Source: OMol25
Level of theory: ωB97M-V/def2-TZVPD

**LUMO**: 1.04 eV
**Orbital gap**: 10.977 eV
**Highest occupied orbital energy**: -0.3653 hartree
**SMILES string**: C#CC[C@H](C)C#C

Geometry as ORCA input:
```
! RIJCOSX wB97M-V def2-TZVPD def2/J DEFGRID3
* xyz 0 1
C 2.9547 0.7605 -0.2788
C 1.7680 0.8839 -0.4434
C 0.3065 0.9602 -0.5169
C -0.3139 -0.1082 0.4157
C -0.1399 -1.5130 -0.1722
C -1.7220 0.1837 0.7141
C -2.8691 0.4133 1.0002
H 4.0055 0.6572 -0.1242
H -0.0389 0.8045 -1.5465
H -0.0262 1.9603 -0.2210
H 0.2370 -0.0548 1.3639
H -0.7682 -1.6346 -1.0613
H 0.9065 -1.6676 -0.4550
H -0.4203 -2.2793 0.5554
H -3.8846 0.6168 1.2600
*
```


Model x:
Formula: C7H8
Source: OMol25
Level of theory: ωB97M-V/def2-TZVPD

**LUMO**: 0.47 eV
**Orbital gap**: 10.680 eV
**Highest occupied orbital energy**: -0.3754 hartree

Geometry as ORCA input:
```
! RIJCOSX wB97M-V def2-TZVPD def2/J DEFGRID3
* xyz 0 1
C -1.0575 -0.7265 -1.0609
C -0.2348 0.0386 -0.0115
C -1.0334 0.2379 1.2871
C 1.0841 -0.6183 0.2421
C 2.2800 -0.7749 0.2899
C 0.3604 1.3049 -0.5380
C 1.1159 2.2311 -0.9280
H -0.4944 -0.8378 -1.9905
H -1.9849 -0.1872 -1.2794
H -1.3174 -1.7191 -0.6780
H -1.2995 -0.7355 1.7128
H -0.4506 0.8018 2.0192
H -1.9569 0.7881 1.0805
H 3.3391 -0.9046 0.3283
H 1.6499 1.1017 -0.4736
*
```


Relative energies with respect to the most stable structure, expressed in eV: model w 0.000; model x 2.743.


Model w:
Formula: C7H8
Source: OMol25
Level of theory: ωB97M-V/def2-TZVPD

**LUMO**: -0.22 eV
**Orbital gap**: 8.246 eV
**Highest occupied orbital energy**: -0.3110 hartree

Geometry as ORCA input:
```
! RIJCOSX wB97M-V def2-TZVPD def2/J DEFGRID3
* xyz 0 1
C -0.1019 -1.5365 -0.5259
C -0.2584 -0.0846 -0.1145
C 0.1736 1.0120 -0.9848
C 1.0352 0.7312 0.2842
C 2.2676 0.0673 0.0165
C -1.3935 0.1755 0.7489
C -2.3879 0.3363 1.4090
H -0.9925 -1.8753 -1.0647
H 0.7824 -1.6571 -1.1522
H 0.0123 -2.1597 0.3662
H 0.8578 1.4217 1.1108
H 0.6493 0.7524 -1.9246
H -0.3829 1.9467 -0.9675
H 2.9971 0.3856 0.7888
H -3.2583 0.4845 2.0100
*
```


Model x:
Formula: C7H8
Source: OMol25
Level of theory: ωB97M-V/def2-TZVPD

**LUMO (alpha / beta)**: 0.37 / 0.37 eV
**Orbital gap (alpha / beta)**: 7.529 / 7.529 eV
**Highest occupied orbital energy (alpha / beta)**: -0.2633 / -0.2632 hartree

Geometry as ORCA input:
```
! RIJCOSX wB97M-V def2-TZVPD def2/J DEFGRID3
* xyz 0 1
C -1.5710 1.6813 -0.2762
C -0.7670 1.1191 -1.4477
C -0.7604 0.2061 1.7607
C -0.8371 0.9474 0.5683
C -0.3213 -1.0183 1.4670
C -0.0337 0.3537 -0.6196
C 1.2896 -0.2798 -0.8695
H -2.3933 2.3615 -0.1833
H -0.8113 1.2829 -2.5074
H -1.0341 0.5465 2.7454
H -0.2780 -1.7730 2.2436
H -0.1638 -1.3893 0.4864
H 1.6491 0.0556 -1.8439
H 1.2801 -1.3701 -0.8856
H 2.0030 0.0336 -0.1041
*
```


Model y:
Formula: C7H8
Source: OMol25
Level of theory: ωB97M-V/def2-TZVPD

**LUMO**: 1.07 eV
**Orbital gap**: 9.974 eV
**Highest occupied orbital energy**: -0.3274 hartree
**SMILES string**: Cc1ccccc1

Geometry as ORCA input:
```
! RIJCOSX wB97M-V def2-TZVPD def2/J DEFGRID3
* xyz 0 1
C 0.9575 1.9666 -0.0291
C 0.3250 0.6109 -0.0488
C 1.0019 -0.4926 0.4407
C 0.4441 -1.7789 0.2971
C -0.8648 -1.8939 -0.1009
C -1.6756 -0.7492 -0.1844
C -1.0632 0.4865 -0.1981
H 1.0445 2.4137 -1.0287
H 1.9869 2.0108 0.3003
H 0.3148 2.6871 0.4690
H 2.0344 -0.3432 0.7172
H 1.1632 -2.5829 0.3943
H -1.2780 -2.8163 -0.4788
H -2.7411 -0.8966 -0.1488
H -1.6494 1.3779 -0.4010
*
```


Model z:
Formula: C7H8
Source: OMol25
Level of theory: ωB97M-V/def2-TZVPD

**LUMO**: -1.01 eV
**Orbital gap**: 5.721 eV
**Highest occupied orbital energy**: -0.2473 hartree

Geometry as ORCA input:
```
! RIJCOSX wB97M-V def2-TZVPD def2/J DEFGRID3
* xyz 0 1
C 1.8838 -0.1583 0.2330
C -0.2622 1.1119 0.6441
C 0.4996 0.3193 -0.3667
C -0.2357 -0.8538 -0.9477
C -1.5855 -1.1498 -0.5080
C -2.1748 -0.3739 0.4002
C -1.6091 0.6997 0.9733
H 2.7013 0.2857 -0.3914
H 1.9843 -1.2681 0.1602
H 2.0573 0.1485 1.2917
H -0.0070 2.1567 0.9470
H 0.0953 -1.2969 -1.8953
H -1.9927 -1.9678 -1.0181
H 0.7414 1.0362 -1.2325
H -2.0960 1.3106 1.7104
*
```


Relative energies with respect to the most stable structure, expressed in eV: model w 5.747; model x 4.660; model y 0.000; model z 5.038.


Model w:
Formula: H4O2
Source: OMol25
Level of theory: ωB97M-V/def2-TZVPD

**LUMO**: 0.64 eV
**Orbital gap**: 11.467 eV
**Highest occupied orbital energy**: -0.3978 hartree
**SMILES string**: O.O

Geometry as ORCA input:
```
! RIJCOSX wB97M-V def2-TZVPD def2/J DEFGRID3
* xyz 0 1
O 1.1534 -0.0985 -0.1535
H 1.6174 -0.8971 0.1083
H 1.6388 0.6388 0.2063
O -1.6946 -0.2253 -0.0715
H -1.9607 0.7239 -0.1371
H -0.7542 -0.1417 0.0475
*
```


Model x:
Formula: H4O2
Source: OMol25
Level of theory: ωB97M-V/def2-TZVPD

**LUMO**: 0.45 eV
**Orbital gap**: 11.419 eV
**Highest occupied orbital energy**: -0.4033 hartree

Geometry as ORCA input:
```
! RIJCOSX wB97M-V def2-TZVPD def2/J DEFGRID3
* xyz 0 1
H 2.8661 0.1879 0.5646
H 1.3439 -0.7259 0.1656
H -1.9500 1.0260 -0.0972
H -2.7694 -0.5103 -0.3307
O 2.2119 0.0433 -0.2377
O -1.7026 -0.0210 -0.0647
*
```


Relative energies with respect to the most stable structure, expressed in eV: model w 0.000; model x 2.471.